Entry 1:
ORCA calculation (ωB97M-V/def2-TZVPD) on a 3-piece molecular cluster, C41H84BrN5O5 overall at a distorted geometry.

Geometry (Å):
C  3.8697  4.6862  3.1938
C  4.5964  3.2092  3.0560
C  3.5316  2.0297  2.5339
N  3.6646  0.8930  3.5231
C  4.2243  -0.3681  2.9030
C  3.4131  -1.1345  1.7022
C  1.7930  -0.8838  1.6954
C  0.9058  -2.2804  1.9409
C  1.0860  -2.6478  3.5276
C  -0.0271  -3.6833  4.1377
C  -1.5354  -3.5383  3.5141
C  -2.4164  -2.2864  4.1079
C  -1.9693  -0.8053  3.5610
C  -2.5289  -0.4321  2.0626
C  -1.7350  0.8367  1.3454
C  -2.4719  2.2684  1.6565
C  -1.4149  3.4626  2.1585
N  -1.9910  3.9372  3.5090
C  -1.4328  3.2412  4.7358
C  -2.2942  3.9515  5.9363
C  -3.3200  5.0503  5.2331
C  -3.0694  4.9996  3.5891
O  5.5244  -0.0540  2.2534
C  6.7592  -0.3630  2.9912
C  7.7298  0.9121  2.6406
C  7.5335  1.2442  1.0262
C  8.8087  2.1505  0.4575
Br  8.0599  3.1975  -1.1240
C  6.1939  -0.5761  4.5165
C  6.3836  0.6072  5.6359
C  5.1701  0.6980  6.7368
C  5.0618  -0.6700  7.6691
C  4.7082  -1.2154  4.2323
N  4.9019  -2.7111  4.1152
H  3.3638  4.9747  2.1691
H  3.0952  4.5973  4.0699
H  4.6874  5.4568  3.5332
H  4.9528  2.9096  4.1395
H  5.5366  3.2423  2.3560
H  2.4418  2.5164  2.5122
H  3.7575  1.7031  1.4289
H  2.7938  0.7222  4.0721
H  3.6364  -2.3022  1.6356
H  3.8226  -0.6763  0.6789
H  1.4376  -0.1464  2.5537
H  1.4548  -0.3566  0.6794
H  -0.1841  -2.0139  1.6086
H  1.3467  -3.1061  1.2094
H  1.1314  -1.7204  4.2499
H  2.1432  -3.1852  3.6299
H  0.3882  -4.8007  4.0983
H  -0.1196  -3.4427  5.3036
H  -1.5437  -3.5615  2.3205
H  -2.1212  -4.5293  3.8307
H  -3.5419  -2.4806  3.7901
H  -2.3618  -2.3089  5.2878
H  -2.4464  -0.0171  4.3204
H  -0.8066  -0.6006  3.5977
H  -2.3572  -1.3578  1.3537
H  -3.6826  -0.2518  2.1448
H  -1.8564  0.6514  0.1723
H  -0.5734  0.8496  1.5966
H  -3.0913  2.7126  0.7664
H  -3.2487  2.0607  2.5375
H  -1.4345  4.3348  1.3494
H  -0.3099  3.0660  2.2554
H  -0.6247  2.3944  4.8524
H  -2.2174  3.6966  7.0890
H  -4.1126  5.7213  5.8177
H  -3.6265  5.6190  2.7607
H  7.1870  -1.4452  2.7452
H  7.4377  1.9119  3.2043
H  8.8703  0.6895  2.7905
H  7.3240  0.2933  0.3734
H  6.5914  1.9517  0.9484
H  9.7250  1.4778  0.1560
H  9.0786  2.9036  1.3420
H  6.7827  -1.4837  5.0090
H  7.3920  0.3635  6.2146
H  6.4925  1.6779  5.1578
H  5.4291  1.6116  7.4564
H  4.1706  0.9188  6.1479
H  4.1539  -1.3220  7.2733
H  6.0657  -1.2909  7.6380
H  4.8019  -0.4073  8.7983
H  3.8510  -1.0824  5.0257
H  5.0769  -3.0119  3.1223
H  4.1310  -3.2570  4.5599
C  -5.4782  3.5936  -4.8243
O  -4.5847  2.9830  -5.7447
C  -3.3437  3.6884  -5.8733
C  -2.1917  2.8514  -5.2966
N  -2.2721  2.7743  -3.8335
C  -1.3440  1.8011  -3.2477
C  -1.5751  0.3155  -3.5889
O  -2.7857  -0.2174  -3.0481
C  -3.9308  -0.0234  -3.8668
H  -6.4376  3.0724  -4.8827
H  -5.1022  3.5007  -3.8000
H  -5.6388  4.6461  -5.0705
H  -3.3839  4.6855  -5.4163
H  -3.1709  3.8260  -6.9459
H  -1.2372  3.3075  -5.5817
H  -2.2461  1.8550  -5.7458
H  -3.2194  2.5154  -3.5659
H  -1.4238  1.9124  -2.1598
H  -0.3178  2.0782  -3.5163
H  -0.7652  -0.2529  -3.1167
H  -1.4974  0.1096  -4.6616
H  -3.6893  -0.0188  -4.9334
H  -4.4386  0.9011  -3.5859
H  -4.6270  -0.8445  -3.6755
C  -4.0168  -3.3538  -5.2849
O  -5.1617  -2.8286  -5.9418
C  -4.8342  -1.8965  -6.9801
C  -5.1949  -2.4802  -8.3548
N  -4.2885  -3.5743  -8.7213
C  -4.7242  -4.3221  -9.9058
C  -6.0406  -5.1164  -9.7909
O  -5.9721  -6.2147  -8.8793
C  -6.2530  -5.8758  -7.5282
H  -4.3551  -3.9489  -4.4323
H  -3.4526  -4.0102  -5.9557
H  -3.3724  -2.5522  -4.9155
H  -3.7830  -1.5831  -6.9399
H  -5.4485  -1.0066  -6.8078
H  -5.1295  -1.6894  -9.1103
H  -6.2313  -2.8280  -8.3077
H  -4.2180  -4.2233  -7.9404
H  -3.9219  -5.0330  -10.1362
H  -4.7893  -3.6362  -10.7585
H  -6.2355  -5.5602  -10.7743
H  -6.9039  -4.4778  -9.5759
H  -6.9698  -5.0545  -7.4410
H  -5.3271  -5.6324  -7.0039
H  -6.6782  -6.7567  -7.0394

Forces on atoms 1 to 2 (eV/Å):
0.6542 -0.9223 0.1382
-0.4578 0.2045 0.1075

Calculated values
max |F| = 7.44 eV/Å
structure (SMILES) = CCCN[C@@]1(CCCCCCCCCCCCn2cccc2)O[C@@H](CCCBr)[C@@H](CCC)[C@@H]1N.COCCNCCOC.COCCNCCOC
DFT total energy = -4835.8558 Ha
2S+1 = 1
LUMO energy = 0.01616 hartree
net charge = 0
HOMO = -7.9 eV
molar mass = 807.06 g mol⁻¹

Entry 2:
ORCA calculation (ωB97M-V/def2-TZVPD) on a 12-piece molecular cluster, C41H84N4O24 overall at a distorted geometry.

Geometry (Å):
C  -1.4074  -1.8183  -8.4620
O  -2.1957  -2.8210  -7.8500
C  -3.0565  -3.4899  -8.8586
C  -3.6845  -4.6949  -8.1594
O  -2.7912  -5.7659  -8.2120
C  -3.2139  -7.0439  -7.6937
C  -4.2856  -7.7132  -8.6434
O  -5.5747  -7.0744  -8.7318
C  -6.2789  -7.5670  -9.8594
H  -0.7064  -1.4379  -7.7191
H  -1.9082  -0.9912  -8.9652
H  -0.8716  -2.3069  -9.2757
H  -2.4995  -3.7542  -9.7575
H  -3.7865  -2.8287  -9.3256
H  -4.6597  -4.8634  -8.6162
H  -3.8659  -4.3366  -7.1461
H  -3.4199  -6.9424  -6.6281
H  -2.3675  -7.7285  -7.6394
H  -4.3608  -8.7816  -8.4408
H  -3.8960  -7.7239  -9.6614
H  -7.3029  -7.1934  -9.8708
H  -6.3145  -8.6563  -9.8448
H  -5.8318  -7.2173  -10.7900
C  -5.3810  -6.0973  2.7378
O  -5.7243  -5.4463  3.9812
C  -5.0174  -4.1988  4.0978
C  -5.3051  -3.6279  5.4543
O  -6.7080  -3.5339  5.6487
C  -7.1983  -2.8829  6.7927
C  -8.6410  -3.4838  7.0642
O  -9.5462  -2.8555  6.1792
C  -10.9221  -3.2644  6.4102
H  -4.3026  -6.2545  2.7195
H  -5.6771  -5.4332  1.9258
H  -5.8619  -7.0677  2.6147
H  -5.3535  -3.5638  3.2781
H  -3.9593  -4.4131  3.9481
H  -4.9446  -2.5992  5.4526
H  -4.7317  -4.1103  6.2458
H  -7.3197  -1.8523  6.4590
H  -6.5799  -2.9719  7.6859
H  -8.8953  -3.4012  8.1209
H  -8.7385  -4.5272  6.7641
H  -11.0369  -4.3456  6.3338
H  -11.5892  -2.7459  5.7216
H  -11.2103  -2.9349  7.4084
C  10.2702  7.7135  -2.1009
O  9.3258  7.2174  -1.2201
C  9.8740  6.9312  0.0605
C  9.0227  6.0083  0.9282
O  8.5951  4.7994  0.3466
C  9.4909  3.7986  0.0776
C  8.9215  2.4098  0.1275
O  8.4854  1.9423  1.3454
C  7.5644  2.7771  2.0452
H  9.8502  7.9415  -3.0805
H  11.0478  6.9868  -2.3359
H  10.7231  8.5195  -1.5235
H  10.0825  7.8221  0.6528
H  10.8627  6.4907  -0.0686
H  8.0969  6.5182  1.1948
H  9.5669  5.8350  1.8566
H  10.3077  3.9326  0.7868
H  9.9153  3.9900  -0.9080
H  9.6547  1.6564  -0.1607
H  8.0956  2.2660  -0.5691
H  6.6804  2.9577  1.4337
H  8.0438  3.7218  2.3018
H  7.2614  2.2569  2.9539
C  -9.8477  4.9253  -2.1040
O  -9.6167  4.2210  -0.9103
C  -8.4467  4.0512  -0.3828
O  -7.4573  4.6007  -0.8277
O  -8.6099  3.1879  0.5731
C  -7.5105  2.6151  1.2539
H  -9.5919  4.3749  -3.0094
H  -9.3390  5.8892  -2.0886
H  -10.8903  5.1272  -2.3497
H  -7.2587  1.6387  0.8400
H  -7.7271  2.5861  2.3218
H  -6.5970  3.2081  1.2089
C  0.9394  -0.0310  -0.8299
O  1.2837  -0.0842  0.5476
C  0.5130  0.5584  1.3810
O  -0.5397  1.1282  1.1139
O  1.1513  0.3757  2.6022
C  0.6903  0.9266  3.8671
H  0.8407  0.9907  -1.1966
H  0.0868  -0.6844  -1.0151
H  1.7879  -0.4999  -1.3283
H  1.1889  0.5685  4.7678
H  -0.3796  0.7251  3.9198
H  0.8216  2.0086  3.8537
C  3.9134  -3.0571  -11.4699
O  5.3206  -2.8639  -11.2580
C  5.9096  -2.4240  -10.1794
O  7.0808  -2.1410  -10.2302
O  5.0299  -2.1095  -9.2432
C  5.5691  -1.5230  -8.0551
H  3.6802  -3.6952  -12.3223
H  3.4624  -2.0703  -11.5738
H  3.5614  -3.5613  -10.5699
H  6.1376  -2.2644  -7.4936
H  4.8374  -1.2178  -7.3071
H  6.2072  -0.6748  -8.3035
C  2.6956  -7.1926  -3.4422
O  2.9858  -7.2396  -2.0640
C  3.7157  -6.1996  -1.5289
O  4.1567  -5.2127  -2.1515
O  3.7215  -6.4478  -0.2246
C  4.3560  -5.4873  0.6003
H  3.6951  -7.0506  -3.8532
H  2.0138  -6.3571  -3.6005
H  2.3726  -8.1432  -3.8666
H  3.6380  -4.6683  0.6417
H  5.2602  -5.0692  0.1580
H  4.6475  -5.8687  1.5789
C  3.4055  4.8676  11.2725
O  2.8332  5.2629  10.0883
C  3.5950  5.3812  8.9489
O  4.8292  5.2161  8.7950
O  2.7582  5.8837  7.9625
C  3.2375  6.0220  6.5864
H  4.4828  5.0340  11.2752
H  3.1520  3.8075  11.2812
H  2.9044  5.3594  12.1063
H  4.1198  6.6605  6.6307
H  2.4317  6.4484  5.9888
H  3.5130  5.0503  6.1767
C  7.2491  -1.8435  8.2265
C  5.8446  -2.1439  7.8432
N  4.7667  -2.4343  7.5193
H  7.2377  -1.3372  9.1917
H  7.6896  -1.1610  7.4997
H  7.9358  -2.6899  8.2333
C  -3.2001  7.0801  1.8355
C  -4.1694  7.2767  2.8985
N  -4.9233  7.4464  3.7909
H  -2.1728  7.3566  2.0729
H  -3.6808  7.6230  1.0217
H  -3.1817  6.0169  1.5963
C  -2.8407  3.7017  -4.3872
C  -1.6444  4.3904  -4.9742
N  -0.7238  4.9187  -5.4144
H  -3.7136  4.2181  -4.7864
H  -2.8003  3.7318  -3.2984
H  -2.8915  2.7130  -4.8434
C  -2.8687  5.4182  9.4326
C  -3.3572  4.2021  8.7916
N  -3.8331  3.2545  8.3084
H  -2.3793  5.2673  10.3948
H  -3.7283  6.0544  9.6432
H  -2.1524  5.9470  8.8039

Forces on atoms 1 to 2 (eV/Å):
0.5821 -0.7706 -0.2906
-1.4384 -0.0160 -1.6853

Calculated values
max |F| = 4.31 eV/Å
structure (SMILES) = COC(=O)OC.COC(=O)OC.COC(=O)OC.COC(=O)OC.COC(=O)OC.COCCOCCOC.COCCOCCOC.COCCOCCOC.CC#N.CC#N.CC#N.CC#N
DFT total energy = -3636.9979 Ha
2S+1 = 1
LUMO energy = 0.00464 hartree
net charge = 0
HOMO = -9.2 eV
energy above the lowest of the compared OMol25 structures with the same formula, charge and spin = 21.0 kcal per mole
molar mass = 1017.13 g mol⁻¹

Entry 3:
ORCA calculation (ωB97M-V/def2-TZVPD) on C42H100F6KNO24S2 as an isolated structure at a distorted geometry.

Geometry (Å):
K  4.0184  -0.3804  -0.5217
C  1.0312  -2.9375  -0.2145
F  0.0460  -3.6116  -0.8281
F  1.6338  -3.7767  0.6019
F  1.9543  -2.5426  -1.1472
S  0.2020  -1.3718  0.6734
O  -1.1108  -1.2242  0.1068
O  0.2699  -1.5842  2.1102
N  1.3833  -0.1613  0.2404
S  0.4591  1.0693  0.1550
O  -0.2151  1.1005  -1.0930
O  -0.3098  1.4079  1.3596
C  1.7139  2.5931  0.0797
F  1.2178  3.5549  -0.6803
F  1.8875  2.9771  1.3336
F  2.8125  2.1984  -0.5668
C  0.9525  -6.5247  -2.9085
O  1.2387  -7.1746  -1.7564
C  0.1792  -6.8798  -0.8132
C  -0.8298  -8.0239  -0.5288
O  -0.1892  -9.0949  -0.0119
C  -1.0652  -10.2719  0.2016
H  1.7304  -6.7243  -3.6454
H  0.8571  -5.4389  -2.9079
H  -0.0043  -6.7764  -3.3660
H  -0.3843  -5.9689  -1.0152
H  0.8494  -6.7498  0.0365
H  -1.3272  -8.2917  -1.4610
H  -1.6485  -7.6536  0.0881
H  -1.3103  -10.7798  -0.7312
H  -1.9452  -9.8686  0.7026
H  -0.5736  -11.1348  0.6509
C  1.7919  2.0387  4.6195
O  2.0674  2.2266  6.0268
C  1.8876  3.4965  6.6241
C  3.1159  4.3851  6.4061
O  4.2906  3.6388  6.6983
C  5.6149  4.2894  6.7166
H  2.2012  2.7790  3.9321
H  0.7123  2.1865  4.5920
H  1.9005  0.9903  4.3416
H  1.6477  3.4712  7.6871
H  1.0352  3.9732  6.1400
H  2.9271  5.3033  6.9623
H  3.1038  4.6158  5.3408
H  6.4113  3.5627  6.5562
H  5.8019  4.8979  7.6014
H  5.7237  4.8813  5.8078
C  5.8313  2.2423  -2.5123
O  5.1844  0.9863  -2.5376
C  5.2535  0.3929  -3.8348
C  4.7010  -1.0331  -3.7698
O  5.5953  -1.8629  -2.8732
C  5.1512  -3.2297  -2.7857
H  6.8897  2.2692  -2.7718
H  5.7751  2.4119  -1.4371
H  5.4151  3.0215  -3.1509
H  6.2050  0.4054  -4.3664
H  4.5757  0.9864  -4.4483
H  4.7762  -1.4692  -4.7660
H  3.7615  -1.1250  -3.2249
H  5.0505  -3.5910  -3.8091
H  4.2456  -3.3553  -2.1922
H  5.8101  -3.8050  -2.1354
C  -7.5600  4.0675  -0.6533
O  -7.5246  3.3878  -1.9491
C  -6.1909  3.0023  -2.3921
C  -5.8368  1.5911  -1.9290
O  -4.4212  1.5923  -1.8723
C  -3.8069  0.3707  -1.3830
H  -8.5488  4.4218  -0.3618
H  -6.7980  4.8456  -0.6095
H  -7.2455  3.2549  0.0016
H  -5.5131  3.7678  -2.0143
H  -6.0901  3.1193  -3.4711
H  -6.2173  0.9153  -2.6949
H  -6.2504  1.3652  -0.9462
H  -4.2606  -0.5232  -1.8110
H  -4.0131  0.2620  -0.3183
H  -2.7404  0.4788  -1.5804
C  -4.8537  -4.4498  -0.2982
O  -4.0649  -4.6058  0.8870
C  -3.2745  -3.4390  1.2369
C  -2.7899  -3.7462  2.6329
O  -2.2905  -5.0830  2.7436
C  -1.0048  -5.2704  2.1399
H  -5.3620  -5.3607  -0.6141
H  -4.2149  -4.1896  -1.1422
H  -5.7153  -3.7963  -0.1616
H  -3.8355  -2.5046  1.2192
H  -2.3647  -3.2670  0.6619
H  -3.5423  -3.5292  3.3912
H  -1.9644  -3.0615  2.8275
H  -1.0902  -4.8951  1.1201
H  -0.7923  -6.3384  2.0914
H  -0.2121  -4.7420  2.6695
C  3.8150  5.3960  -1.7530
O  4.9854  6.2248  -1.9396
C  4.7340  7.3005  -2.7806
C  3.6326  8.3365  -2.3728
O  3.6618  8.9507  -1.0965
C  2.5394  9.7431  -0.7983
H  3.6141  5.0688  -2.7731
H  2.8886  5.8440  -1.3935
H  4.0983  4.5997  -1.0646
H  4.5751  7.0197  -3.8218
H  5.6612  7.8606  -2.6601
H  2.6945  7.8104  -2.5496
H  3.6202  9.1005  -3.1502
H  1.5701  9.2641  -0.9362
H  2.5270  10.6596  -1.3883
H  2.4617  10.1867  0.1944
C  -1.7936  -3.2486  -8.7789
O  -1.7581  -3.8470  -7.4727
C  -1.4226  -2.8327  -6.4847
C  -0.6674  -3.3219  -5.2512
O  -1.2970  -4.4407  -4.7185
C  -2.1449  -4.1692  -3.6744
H  -2.2004  -3.9811  -9.4762
H  -0.8337  -2.8682  -9.1282
H  -2.5047  -2.4487  -8.5728
H  -2.3787  -2.4452  -6.1330
H  -0.8691  -1.9840  -6.8866
H  -0.4488  -2.5220  -4.5439
H  0.2799  -3.7635  -5.5605
H  -3.0344  -3.6120  -3.9687
H  -1.7446  -3.6500  -2.8037
H  -2.3888  -5.1858  -3.3660
C  3.6070  -6.4830  0.9581
O  3.4387  -7.8835  1.0999
C  3.0850  -8.4191  2.4002
C  3.3460  -9.9327  2.4164
O  2.8306  -10.7662  1.3954
C  3.0453  -12.0956  1.6312
H  4.3904  -6.1522  1.6400
H  2.6841  -5.9541  1.1959
H  3.8514  -6.3069  -0.0895
H  2.1105  -8.0237  2.6867
H  3.6880  -7.9876  3.1991
H  2.9142  -10.2956  3.3491
H  4.4213  -10.0906  2.5002
H  2.6451  -12.4226  2.5908
H  4.0962  -12.3800  1.6851
H  2.4787  -12.6599  0.8904
C  -3.0593  8.4027  4.3308
O  -2.5064  7.5210  3.3792
C  -1.1117  7.2478  3.6418
C  -0.5740  6.1779  2.7703
O  -0.5004  6.3007  1.3257
C  0.7971  6.4137  0.7465
H  -2.6985  9.4193  4.1742
H  -2.8441  8.1262  5.3630
H  -4.1480  8.3516  4.3498
H  -0.9993  6.9417  4.6819
H  -0.6281  8.2190  3.5370
H  -1.3114  5.3893  2.9196
H  0.3287  5.6787  3.1225
H  1.2392  5.4212  0.8330
H  1.3254  7.2395  1.2228
H  0.8095  6.5180  -0.3385
C  -2.3777  4.4492  -0.0817
O  -3.3821  4.8967  0.8833
C  -4.4277  3.9201  1.2156
C  -5.3747  4.6124  2.2518
O  -5.8540  5.8702  1.8240
C  -6.9024  6.2563  2.7726
H  -2.8599  3.7901  -0.8036
H  -1.7505  3.8286  0.5583
H  -1.8224  5.2983  -0.4801
H  -4.2030  2.8606  1.3380
H  -5.0243  4.0277  0.3097
H  -4.7557  4.8880  3.1056
H  -6.1453  3.8788  2.4886
H  -7.4846  7.0552  2.3134
H  -6.2832  6.6996  3.5525
H  -7.5642  5.5317  3.2470

Forces on atoms 1 to 2 (eV/Å):
-0.0204 -0.0470 -0.0731
-0.7247 0.5384 -0.4486

Calculated values
max |F| = 5.18 eV/Å
DFT total energy = -5515.5773 Ha
2S+1 = 1
LUMO energy = -0.02694 hartree
net charge = 0
HOMO = -8.5 eV
energy above the lowest of the compared OMol25 structures with the same formula, charge and spin = 0.0 kcal per mole
molar mass = 1220.46 g mol⁻¹

What is the formula in the third record? C42H100F6KNO24S2